1.
ORCA calculation (wB97M-V/def2-TZVPD) on a structure of composition C39H61N5O3PdSb.

**M**: 876.13 g/mol
**Frontier orbital gap (alpha / beta)**: 0.3144 / 0.2321 Ha
**Total charge**: +1
**Multiplicity**: 3
**HOMO energy (alpha / beta)**: -0.3689 / -0.3706 Eh
**⟨S²⟩**: 2.01

XYZ file:
```
110
Properties=species:S:1:pos:R:3:forces:R:3
Pd 0.21435 0.77216 -1.00029 1.9 -0.3 1.2
C -0.02425 -0.85054 6.57721 -0.2 0.0 0.2
O 0.67295 -0.66804 5.36591 0.4 0.2 -0.4
C 1.76105 0.16426 5.32881 0.0 0.0 -0.1
C 2.35055 0.78066 6.41741 -0.2 -0.2 0.0
C 3.45075 1.60866 6.23911 0.1 0.1 -0.1
C 3.95575 1.82886 4.97351 0.1 0.1 0.2
C 3.37645 1.21936 3.87111 -0.2 -0.1 0.0
C 2.28265 0.38716 4.03581 0.3 0.2 0.3
N 1.61265 -0.26474 2.99391 -0.5 -0.5 0.0
C 1.52105 0.15316 1.66631 -0.1 0.1 0.5
N 2.65585 -0.01504 0.95801 0.3 0.0 0.4
C 3.05195 0.24106 -0.37159 0.4 0.2 -0.6
C 2.20615 0.39846 -1.46379 0.2 0.4 0.7
C 2.72615 0.57266 -2.73779 0.0 0.0 -0.1
C 4.09495 0.58946 -2.93079 -0.1 0.0 0.0
C 4.95665 0.44296 -1.85709 0.2 -0.1 0.1
C 4.45425 0.27726 -0.57779 -0.1 -0.1 0.2
O 5.23255 0.14216 0.54451 -0.6 0.0 -0.2
C 6.63585 0.07506 0.39361 0.4 0.0 0.0
N 0.39695 0.60446 1.20901 0.5 -0.4 -1.6
C -0.67225 0.90676 2.07001 -0.3 0.1 0.5
C -0.91215 2.26636 2.29371 -0.1 -0.2 0.0
C -1.88765 2.69426 3.16651 0.0 0.2 0.0
C -2.64395 1.76126 3.85921 0.0 -0.1 -0.1
C -2.43625 0.41516 3.64321 0.1 0.0 0.0
C -1.46725 -0.03554 2.74711 0.0 0.1 -0.3
O -1.36915 -1.39694 2.65231 0.1 0.3 0.4
C -0.80835 -2.00804 1.50841 0.0 -0.2 -0.5
H -0.79215 -1.58974 6.35101 0.0 0.1 0.1
H -0.50165 0.07876 6.90831 0.1 -0.1 0.0
H 0.63035 -1.23444 7.36591 -0.1 0.0 -0.1
H 1.96015 0.63466 7.41101 -0.1 -0.1 0.1
H 3.89845 2.08936 7.09521 0.0 0.0 0.1
H 4.80135 2.48256 4.83281 0.1 0.1 0.0
H 3.76885 1.41176 2.88381 0.1 0.0 -0.1
H 0.74145 -0.63784 3.36201 0.0 0.0 -0.2
H 3.44265 -0.29864 1.53201 -0.2 -0.2 -0.1
H 2.07215 0.68126 -3.59539 -0.1 0.1 0.0
H 4.50025 0.72216 -3.92009 0.1 0.0 -0.2
H 6.01865 0.43506 -2.03859 0.1 0.1 0.1
H 7.03765 -0.07864 1.39381 0.0 0.0 -0.1
H 7.04365 1.00306 -0.01479 -0.1 0.0 0.0
H 6.93255 -0.76004 -0.24599 -0.1 0.0 0.0
H -0.28335 2.97836 1.77611 0.0 0.0 -0.1
H -2.05765 3.74856 3.31341 0.0 0.1 0.0
H -3.40215 2.08436 4.55421 -0.1 0.0 0.1
H -3.00165 -0.33124 4.17761 -0.1 -0.1 0.0
H -1.25885 -3.00104 1.45791 0.0 0.1 0.0
H 0.27645 -2.12964 1.59621 -0.1 0.1 0.0
H -1.04135 -1.45644 0.58701 0.1 -0.1 0.3
N 1.57115 3.16896 -0.82469 -0.1 -0.2 0.0
H 1.13395 4.02316 -1.15949 0.0 -0.1 0.1
H 2.40125 3.00576 -1.38849 -0.1 -0.1 0.0
H 1.88345 3.32736 0.12921 0.0 0.0 -0.1
C 2.87185 -4.52194 -1.22139 -0.1 0.1 0.0
C 1.39285 -4.32614 -1.57549 0.2 -0.8 -0.2
C 1.15285 -4.68584 -3.04849 0.0 0.1 0.0
C 0.48085 -5.17054 -0.67199 0.0 0.1 0.0
C 1.01145 -2.94374 -1.38659 -0.1 0.6 0.1
N 0.63895 -1.87034 -1.22859 -0.1 0.0 0.1
H 3.14005 -5.56844 -1.35679 0.0 0.0 0.0
H 3.06625 -4.24514 -0.18769 0.0 0.0 0.1
H 3.50485 -3.91494 -1.86709 0.0 0.0 0.0
H 1.37475 -5.73724 -3.21479 0.0 -0.1 0.1
H 1.79405 -4.09764 -3.70099 0.0 0.1 -0.1
H 0.11585 -4.49984 -3.31869 -0.1 0.0 -0.1
H 0.74165 -6.22084 -0.77349 0.0 -0.1 0.0
H -0.55915 -5.03834 -0.96399 -0.1 0.0 0.0
H 0.58395 -4.88304 0.37191 0.0 0.0 0.1
C -5.33775 0.41696 -1.58139 0.1 0.0 -0.1
C -4.17535 0.42786 -0.60799 0.6 0.1 -0.4
C -4.25965 1.60406 0.35331 0.3 0.0 -0.2
C -4.10745 -0.86874 0.18331 0.3 0.0 -0.1
Sb -2.20315 0.65486 -1.75179 -1.7 0.3 -0.5
C -2.01535 2.80376 -2.47639 -0.3 -0.6 0.1
C -3.23965 3.32896 -3.20209 0.0 -0.1 0.1
C -1.71665 3.59016 -1.20639 0.0 -0.3 0.2
C -0.79155 2.84086 -3.38189 0.0 -0.4 0.1
C -2.17265 -0.72394 -3.54339 -0.1 0.4 0.5
C -0.77825 -0.62394 -4.14269 0.1 0.2 0.3
C -3.23905 -0.41174 -4.57269 0.0 0.1 0.2
C -2.36405 -2.12484 -2.98119 0.0 0.2 0.3
H -6.27775 0.47146 -1.03179 -0.1 0.0 0.1
H -5.35265 -0.50054 -2.16419 0.0 -0.1 -0.1
H -5.29745 1.26356 -2.26349 -0.1 0.1 -0.1
H -5.02725 1.41906 1.10451 -0.2 -0.1 0.0
H -4.51555 2.51946 -0.17549 0.0 0.2 0.0
H -3.31855 1.74476 0.88721 0.0 0.1 0.1
H -5.06415 -1.04944 0.67481 -0.2 0.0 0.0
H -3.35045 -0.80184 0.96241 0.1 -0.1 0.1
H -3.89265 -1.72424 -0.45519 0.0 -0.1 0.0
H -4.10875 3.35686 -2.54749 -0.1 0.0 0.0
H -3.47585 2.71286 -4.06859 -0.1 0.0 -0.1
H -3.05595 4.34476 -3.55699 0.0 0.1 0.0
H -2.59145 3.66546 -0.56339 0.0 0.0 0.1
H -1.39755 4.60336 -1.45289 0.0 0.2 -0.1
H -0.90645 3.10066 -0.64689 -0.3 0.3 0.0
H -1.00085 2.39526 -4.35359 0.1 0.0 0.0
H 0.05665 2.31106 -2.91289 -0.1 0.2 -0.3
H -0.48695 3.87486 -3.55199 0.0 0.2 0.0
H -0.63295 0.30456 -4.69039 0.1 0.1 0.0
H -0.62685 -1.44644 -4.84119 0.0 -0.2 -0.1
H -0.01965 -0.70104 -3.35459 0.0 0.0 -0.2
H -3.13335 0.59696 -4.96619 0.0 0.1 -0.1
H -4.23335 -0.52574 -4.14729 -0.1 0.1 -0.1
H -3.14815 -1.11234 -5.40439 0.0 -0.1 -0.1
H -1.60785 -2.32954 -2.22069 -0.1 -0.1 0.0
H -2.25675 -2.86084 -3.77939 0.0 -0.1 -0.1
H -3.35205 -2.24394 -2.53989 -0.1 -0.1 0.0
```
Forces are in eV/Å.

Atom charges from the Mulliken analysis, given in e for atoms 1 to 5: number 1, Pd, carries -0.264; number 2, C, carries -1.092; number 3, O, carries -0.321; number 4, C, carries 0.695; number 5, C, carries -0.490



2.
ORCA calculation (wB97M-V/def2-TZVPD) on a structure of composition C39H62BN9O3PdS.

**M**: 854.28 g/mol
**Frontier orbital gap**: 0.1854 Ha
**Total charge**: -2
**Relative energy (zero: lowest compared OMol25 entry of this formula, charge and spin)**: 47.3 kcal per mole
**HOMO energy**: -0.0487 Eh

XYZ file:
```
116
Properties=species:S:1:pos:R:3:forces:R:3
Pd 0.53021 -1.07063 0.13631 -0.3 -0.4 0.0
C 3.59182 2.36083 0.08655 0.0 0.0 0.0
C 2.49233 2.27372 1.14811 0.0 -0.1 0.0
C 2.50269 0.91244 1.84198 -0.1 0.0 -0.1
C 1.14521 2.55959 0.54171 0.0 0.1 0.1
C 0.45298 3.78459 0.54284 0.1 0.0 -0.1
C -0.70200 3.55077 -0.17502 0.0 0.1 0.2
C -1.83427 4.53893 -0.30148 -0.1 -0.1 0.0
C -3.06119 4.05142 0.46996 -0.1 -0.1 -0.1
C -2.22564 4.97882 -1.71232 0.0 0.0 0.0
N -0.68053 2.24765 -0.55226 0.0 -0.1 -0.2
N 0.45188 1.64867 -0.11414 0.1 0.0 -0.1
B -1.77342 1.41626 -1.26325 0.0 0.1 0.0
N -1.21409 0.47613 -2.37015 0.0 0.2 -0.1
N -0.48894 -0.61991 -2.04720 0.0 -0.1 0.4
C -0.33563 -1.33761 -3.14370 0.1 0.0 -0.2
C -0.95887 -0.69009 -4.22721 0.0 0.0 0.1
C -1.50916 0.45827 -3.69567 0.1 0.0 -0.1
C -2.13955 1.54829 -4.52407 0.0 0.0 0.0
C -3.60840 1.87655 -4.23437 0.0 -0.1 0.0
C -1.26020 2.80042 -4.51565 0.0 0.0 0.0
C 0.42456 -2.63540 -3.14075 0.0 -0.1 0.0
C 0.37033 -3.31962 -4.50659 0.0 0.0 0.0
C -0.08723 -3.57429 -2.05030 -0.1 -0.1 0.0
N -2.57160 0.57376 -0.22860 0.0 0.0 0.0
N -1.89064 -0.19305 0.64499 0.1 0.0 0.1
C -2.77580 -0.91473 1.30768 -0.1 0.0 -0.1
C -4.07739 -0.62242 0.85496 0.0 0.1 0.1
C -3.90120 0.34699 -0.11589 -0.1 -0.2 0.0
C -4.97202 1.01455 -0.93077 0.0 0.0 0.0
C -6.00130 1.71327 -0.03489 0.0 -0.1 -0.1
C -5.67312 -0.00784 -1.82871 0.0 0.0 -0.1
C -2.32304 -1.87515 2.36538 0.0 0.0 0.0
C -2.79843 -1.43119 3.75098 0.0 0.0 0.0
C -2.77958 -3.29969 2.05806 0.0 0.0 0.0
H 4.57723 2.18941 0.52556 0.0 0.0 0.0
H 3.42968 1.60078 -0.67649 0.0 0.0 0.0
H 3.59108 3.34102 -0.39596 0.0 0.0 0.0
H 2.67257 3.06066 1.89042 0.0 0.0 0.0
H 2.09488 0.14404 1.15717 0.3 0.1 0.2
H 3.51724 0.63199 2.13783 0.0 0.0 0.0
H 1.84977 0.92115 2.72088 0.0 0.0 0.0
H 0.74800 4.71524 1.00363 0.0 0.0 0.0
H -1.45332 5.43374 0.20119 0.0 0.0 0.0
H -3.43249 3.12542 0.02374 0.0 0.1 0.1
H -2.80775 3.84101 1.50985 0.0 0.0 0.0
H -3.86484 4.79367 0.44358 0.0 0.0 0.0
H -2.77902 4.20388 -2.24204 0.0 0.0 0.0
H -2.86268 5.86626 -1.65438 0.0 0.0 0.0
H -1.34601 5.23280 -2.30336 0.0 0.0 0.0
H -2.53285 2.17951 -1.78576 0.1 0.0 0.0
H -0.99918 -0.99273 -5.26066 0.0 0.0 0.0
H -2.11689 1.14020 -5.53959 0.0 0.0 0.0
H -3.72107 2.49387 -3.34536 0.0 0.0 0.0
H -4.03719 2.42549 -5.07732 0.0 0.0 0.0
H -4.19113 0.96367 -4.08927 0.0 0.1 0.0
H -1.10103 3.14439 -3.49529 0.0 0.0 0.0
H -0.28215 2.57958 -4.94528 0.0 0.0 0.0
H -1.72016 3.61134 -5.08827 0.0 0.0 0.0
H 1.47057 -2.40552 -2.91976 0.0 0.0 0.1
H -0.66355 -3.53720 -4.79089 0.0 0.0 0.0
H 0.81533 -2.70322 -5.29024 0.0 0.0 0.0
H 0.91738 -4.26380 -4.47200 0.0 0.0 0.0
H -0.08125 -3.07706 -1.07640 0.0 0.0 0.0
H -1.11389 -3.88881 -2.26960 0.0 0.0 0.0
H 0.54448 -4.46379 -1.98775 0.0 0.0 0.0
H -5.01384 -1.04197 1.19010 0.0 0.0 0.0
H -4.49923 1.75818 -1.57348 0.0 0.0 0.1
H -6.54165 0.97219 0.55949 0.0 0.0 0.0
H -5.52891 2.40839 0.65606 0.1 0.1 0.0
H -6.73079 2.26267 -0.63669 0.0 0.0 0.0
H -6.20390 -0.74352 -1.22003 0.0 0.0 0.0
H -6.39950 0.48162 -2.48369 0.0 0.0 0.0
H -4.95122 -0.54650 -2.44761 0.0 0.0 0.0
H -1.23047 -1.84364 2.33323 0.0 0.0 0.0
H -3.89076 -1.39127 3.79314 0.0 0.0 0.0
H -2.45957 -2.12624 4.52805 0.0 0.0 0.0
H -2.41850 -0.43467 3.98392 0.0 0.0 0.0
H -3.87156 -3.37026 2.06743 0.0 0.0 0.0
H -2.42776 -3.60821 1.07313 0.0 0.0 0.0
H -2.38892 -4.00405 2.79861 0.0 0.0 0.0
N 1.30415 -2.46413 1.57066 0.0 0.5 -0.4
C 1.52317 -2.50549 2.70716 0.0 -0.1 0.1
N 1.76909 -2.50497 4.00625 0.1 0.0 0.0
C 2.66330 -1.51644 4.59924 0.0 0.0 0.0
C 1.87671 -0.57935 5.52188 0.0 0.0 0.0
C 0.69349 -1.31926 6.17052 0.0 0.0 0.0
C 0.98688 -2.81257 6.29339 0.0 0.0 0.0
C 1.09052 -3.43647 4.89994 -0.1 0.0 0.0
H 3.14814 -0.97005 3.79357 0.0 0.0 0.0
H 3.44638 -2.04230 5.15450 0.0 0.0 0.0
H 1.50971 0.27424 4.94994 0.0 0.0 0.0
H 2.55355 -0.18857 6.28603 0.0 0.0 0.0
H -0.19963 -1.19255 5.55373 0.0 0.0 0.0
H 0.46512 -0.88925 7.14744 0.0 0.0 0.0
H 0.20172 -3.32649 6.85082 0.0 0.0 0.0
H 1.91780 -2.96514 6.84711 0.0 0.0 0.0
H 0.09028 -3.62039 4.49891 0.0 0.0 0.0
H 1.61933 -4.39590 4.93797 0.0 0.0 0.0
N 3.07467 -0.71178 -1.84616 0.0 -0.3 -0.1
C 4.40460 -0.88453 -1.54207 0.1 0.1 0.1
C 5.41917 -0.41555 -2.38637 0.0 0.0 0.0
C 6.75472 -0.58072 -2.05240 0.0 0.0 0.0
C 7.12407 -1.21676 -0.87540 0.0 0.0 0.0
C 6.12296 -1.68362 -0.03443 0.0 0.0 0.0
C 4.78293 -1.52302 -0.35431 0.0 0.0 0.0
S 8.85627 -1.44958 -0.48128 0.0 0.0 0.0
O 8.88388 -1.69105 0.95917 0.0 0.0 0.0
O 9.50186 -0.20383 -0.88879 0.0 0.0 0.0
O 9.27630 -2.60245 -1.27514 0.0 0.0 0.0
H 2.80181 -0.14850 -2.63058 0.0 0.1 0.1
H 2.35627 -0.90258 -1.14226 0.0 0.0 0.0
H 5.14836 0.09620 -3.30511 0.0 0.0 0.0
H 7.53093 -0.19794 -2.70350 0.0 0.0 0.0
H 6.41186 -2.16610 0.89086 0.0 0.0 0.0
H 4.00565 -1.88313 0.31234 0.0 0.0 0.0
```
Forces are in eV/Å.

Atom charges from the Mulliken analysis, given in e for atoms 1 to 5: number 1, Pd, carries -0.666; number 2, C, carries -1.364; number 3, C, carries 0.541; number 4, C, carries -0.431; number 5, C, carries -0.437